The following is a DFT calculation (ωB97M-V/def2-TZVPD) of 8 unconnected molecules or ions with the total composition C45H66NO18P.

The geometry in XYZ format:
```
131
Properties=species:S:1:pos:R:3:forces:R:3:mulliken_charge:R:1
C 1.492807 -3.351062 0.480729 -0.104 0.102 0.528 -0.72
C 1.762200 -1.876448 0.829107 -0.448 0.111 -0.424 -0.71
C 0.748363 -1.273443 1.823534 0.586 -0.268 -0.434 0.66
C 0.753008 -2.060303 3.119220 0.012 0.253 0.115 -0.89
O -0.184359 -1.640465 4.119094 0.522 0.052 -0.381 -0.52
C -0.211391 -0.281632 4.464253 -1.062 0.231 1.106 0.82
C 1.197643 0.373143 4.609053 0.198 0.409 0.052 -0.53
C 1.298641 1.804550 4.088245 0.081 -0.077 -0.259 0.74
O 1.367367 1.983176 2.888468 -0.025 0.013 -0.007 -0.71
C 1.345793 2.970604 5.018393 -0.015 0.024 0.043 0.43
C 1.406373 2.844635 6.401511 0.059 -0.254 0.249 -0.09
C 1.483668 3.954998 7.230525 -0.063 -0.001 -0.162 -0.99
C 1.484577 5.221565 6.671193 -0.026 -0.262 0.150 -0.41
C 1.404900 5.357031 5.289809 0.025 0.439 0.112 -0.49
C 1.330910 4.254706 4.465820 0.069 0.019 -0.030 -0.81
N -0.831067 -0.257488 5.809439 0.603 -0.002 -0.095 -0.21
C -1.460523 0.917152 6.084334 -0.598 0.392 -0.267 0.21
O -1.702285 1.388090 7.173179 0.033 -0.238 0.117 -0.68
C -1.791289 1.558737 4.747739 1.189 0.668 -0.635 -0.81
C -1.305193 0.551467 3.695020 -0.304 -1.041 -0.356 -0.52
P -2.722703 -0.655724 3.381499 -0.293 -0.458 0.646 -0.12
C -4.208273 0.415218 3.153866 0.351 -0.034 -0.319 -1.05
O -2.455844 -1.136893 1.806222 0.001 0.429 0.068 -0.45
H 1.597821 -3.551988 -0.582035 0.141 -0.003 0.006 -0.15
H 2.135342 -4.022689 1.053870 0.038 -0.061 -0.113 0.27
H 0.466529 -3.600060 0.763931 -0.036 -0.055 -0.171 0.32
H 1.645548 -1.305192 -0.094695 0.182 0.096 0.051 0.39
H 2.788024 -1.710620 1.167034 0.028 -0.105 0.052 0.34
H -0.225004 -1.279342 1.333359 -0.084 -0.036 0.294 0.21
H 1.047517 -0.235869 1.985651 -0.184 0.031 0.108 -0.21
H 0.520342 -3.106918 2.938558 -0.128 -0.006 0.057 0.64
H 1.764641 -2.032163 3.547943 0.012 -0.108 -0.031 0.07
H 1.453700 0.373056 5.664781 0.000 -0.236 0.026 0.34
H 1.984849 -0.181545 4.101877 -0.193 -0.009 -0.205 0.19
H 1.392445 1.872444 6.876176 -0.010 -0.016 -0.052 0.33
H 1.538758 3.813862 8.300621 0.015 0.074 0.012 0.46
H 1.550484 6.087591 7.315176 0.059 0.050 -0.079 0.38
H 1.421456 6.358090 4.876234 -0.053 -0.067 -0.127 0.43
H 1.264007 4.380523 3.393528 0.031 -0.115 -0.010 0.45
H -0.345312 -0.726354 6.561337 -0.084 -0.043 0.010 0.37
H -2.795073 1.950130 4.636688 -0.170 -0.350 0.219 0.70
H -1.168725 2.456731 4.650999 -0.019 -0.004 0.295 -0.15
H -0.870185 0.950985 2.779855 -0.296 0.284 -0.007 1.11
H -4.428710 1.012678 4.035268 0.027 0.050 -0.011 0.46
H -4.129618 1.017908 2.248490 -0.074 0.184 0.132 0.10
H -5.042713 -0.277493 3.037320 -0.006 -0.008 -0.119 0.43
H -3.141586 -1.776986 1.583222 0.084 -0.060 -0.119 0.29
O 4.491398 5.426344 8.266402 -0.073 0.224 -0.049 -0.60
C 4.944708 5.329462 7.163200 -0.033 -0.362 0.015 0.43
O 4.525699 6.103117 6.127173 0.054 0.100 0.116 -0.35
C 5.157043 5.677738 4.908085 0.025 -0.026 -0.168 -0.26
C 6.416638 4.942631 5.340305 0.066 -0.096 0.038 -0.57
C 5.983882 4.342722 6.672852 0.160 0.489 -0.158 0.15
H 4.460549 5.026063 4.373657 -0.003 -0.014 0.018 0.09
H 5.361059 6.554522 4.297037 -0.098 0.063 0.065 0.35
H 6.753579 4.207730 4.611650 -0.072 -0.029 0.006 0.33
H 7.227405 5.655356 5.501329 -0.013 0.013 -0.023 0.27
H 5.504553 3.375819 6.543958 -0.008 -0.051 0.075 -0.26
H 6.799969 4.257443 7.382439 -0.117 -0.187 0.129 0.43
O 7.347983 1.521819 6.918800 0.021 -0.013 -0.163 -0.56
C 6.629961 0.813850 6.277615 0.013 -0.082 0.282 0.46
O 5.778046 1.301377 5.337818 0.041 0.019 -0.064 -0.36
C 4.960042 0.244898 4.807225 -0.069 -0.113 -0.073 0.07
C 5.740565 -1.035606 5.076009 0.054 -0.047 0.088 -0.51
C 6.472126 -0.691264 6.372920 -0.073 -0.048 -0.427 -0.51
H 3.999168 0.262666 5.327067 0.026 -0.005 0.034 -0.17
H 4.791184 0.431507 3.748828 0.020 0.120 0.019 0.38
H 5.104994 -1.916411 5.141613 -0.045 0.038 0.021 0.33
H 6.464499 -1.200871 4.277029 -0.019 0.002 -0.015 0.30
H 5.872078 -0.917134 7.255726 0.057 0.004 0.055 0.27
H 7.443110 -1.170099 6.458117 0.010 0.040 0.187 0.35
O 1.444768 -3.751624 -3.166272 0.074 0.093 0.159 -0.62
C 2.548770 -4.208076 -3.256673 -0.231 -0.085 -0.359 0.58
O 3.636768 -3.602752 -2.734982 0.038 0.010 0.087 -0.37
C 4.830269 -4.329920 -3.091652 0.181 -0.100 0.166 0.16
C 4.355724 -5.740997 -3.409505 -0.086 -0.062 -0.058 -0.57
C 2.956249 -5.484512 -3.966008 0.321 -0.134 0.306 -0.40
H 5.279921 -3.844538 -3.949955 0.003 0.026 -0.082 -0.23
H 5.525053 -4.293513 -2.254222 -0.129 0.090 0.087 0.34
H 5.018730 -6.268885 -4.092268 0.006 0.085 -0.047 0.31
H 4.283064 -6.323218 -2.488739 0.023 -0.001 -0.004 0.32
H 2.972200 -5.289121 -5.037398 -0.037 0.012 -0.020 0.19
H 2.256649 -6.285023 -3.741440 -0.137 0.085 -0.108 0.35
O -7.060170 -1.190001 -0.034236 0.120 -0.038 -0.005 -0.62
C -6.583295 -0.128534 -0.316421 -0.281 -0.033 0.086 0.50
O -5.342960 0.236462 0.083909 0.023 0.017 -0.085 -0.26
C -5.077504 1.596035 -0.315003 0.056 0.109 -0.109 -0.55
C -6.023349 1.868547 -1.477710 0.025 -0.075 0.185 -0.36
C -7.218676 0.995484 -1.110491 0.366 0.093 -0.188 -0.17
H -5.272250 2.248064 0.540119 -0.027 -0.007 0.002 0.28
H -4.028085 1.678240 -0.589196 0.026 -0.113 0.087 0.36
H -6.262318 2.917928 -1.604524 0.002 0.033 0.021 0.37
H -5.579227 1.514363 -2.407577 0.004 0.032 -0.016 0.22
H -7.927553 1.516679 -0.464997 -0.059 -0.041 -0.016 0.29
H -7.737540 0.599933 -1.977670 -0.171 -0.033 0.095 -0.03
O -7.462006 3.013185 -3.777004 -0.051 0.056 -0.179 -0.52
C -8.020376 2.485238 -4.697221 -0.079 -0.058 0.207 0.52
O -8.494409 3.178440 -5.753693 0.018 0.017 -0.029 -0.38
C -9.200597 2.299078 -6.652157 -0.071 -0.117 -0.113 -0.57
C -8.657001 0.909021 -6.358858 0.017 -0.028 0.185 -0.19
C -8.333387 1.010353 -4.870143 0.089 0.035 -0.395 -0.48
H -10.269019 2.382600 -6.442214 0.006 0.003 0.030 0.24
H -9.017522 2.621007 -7.673847 0.046 0.112 0.047 0.33
H -9.353334 0.116215 -6.615136 -0.027 0.033 -0.033 0.39
H -7.742046 0.741677 -6.924475 -0.025 -0.022 -0.038 0.06
H -9.192082 0.764405 -4.242211 0.035 -0.009 0.062 0.32
H -7.479893 0.402750 -4.579226 -0.049 0.016 0.184 0.28
O -8.947648 -0.903573 -9.025746 0.034 0.005 0.093 -0.55
C -8.017328 -1.654053 -8.982975 -0.085 0.046 -0.263 0.56
O -6.956173 -1.452024 -8.164172 0.000 -0.010 0.039 -0.32
C -5.946545 -2.450819 -8.398078 0.097 -0.121 -0.010 -0.47
C -6.685582 -3.621748 -9.032721 -0.079 -0.019 -0.077 -0.47
C -7.797971 -2.911119 -9.801934 0.185 -0.219 0.330 -0.48
H -5.191766 -2.025962 -9.062875 -0.016 0.004 -0.018 0.26
H -5.478541 -2.702632 -7.449816 -0.047 0.108 0.047 0.32
H -6.043625 -4.246903 -9.649515 0.031 0.053 -0.012 0.33
H -7.120404 -4.249682 -8.254062 0.022 -0.001 0.008 0.27
H -7.483732 -2.616513 -10.804269 -0.066 0.015 -0.030 0.27
H -8.714713 -3.490381 -9.861328 -0.071 0.118 -0.140 0.30
O 4.768668 -3.880778 -6.226582 0.088 -0.045 -0.035 -0.53
C 5.571609 -3.136495 -6.712316 -0.277 0.042 -0.116 0.57
O 6.456782 -2.441602 -5.964243 0.048 -0.032 0.019 -0.35
C 7.223263 -1.550986 -6.795754 0.098 0.088 -0.100 -0.47
C 7.136025 -2.143283 -8.196582 -0.071 -0.043 -0.064 -0.46
C 5.752942 -2.792103 -8.176702 0.423 0.020 0.024 -0.55
H 6.776201 -0.556986 -6.735084 -0.025 -0.009 -0.007 0.27
H 8.239228 -1.504075 -6.412297 -0.044 -0.050 0.112 0.31
H 7.271755 -1.402863 -8.981795 -0.030 0.042 0.040 0.32
H 7.900521 -2.911288 -8.321309 0.014 0.017 0.006 0.27
H 4.965193 -2.094207 -8.464101 -0.055 -0.048 -0.010 0.27
H 5.690175 -3.686988 -8.788947 -0.193 0.003 0.009 0.31
```
Positions in Å, forces in eV/Å.

Calculated values
multiplicity = 1
highest occupied orbital energy = -7.7 eV
structure (SMILES) = CCCCO[C@]1(CC(=O)c2ccccc2)NC(=O)C[C@@H]1P(C)O.O=C1CCCO1.O=C1CCCO1.O=C1CCCO1.O=C1CCCO1.O=C1CCCO1.O=C1CCCO1.O=C1CCCO1
orbital gap = 7.9 eV
relative energy (zero: lowest compared OMol25 entry of this formula, charge and spin) = 0.0 kcal per mole